No. 1
Entry from the Open Molecules 2025 dataset: a molecular structure, C4H10BBeF12N2O11S4 in a non-equilibrium geometry (the ωB97M-V functional and the def2-TZVPD basis).

ORCA input file:
```
! wB97M-V def2-TZVPD RIJCOSX def2/J DEFGRID3
* xyz 0 2
Be -0.1495 -0.7908 -0.4220
C -3.1589 0.4433 3.0708
F -2.5846 -0.0403 4.1883
F -3.7630 -0.5645 2.4466
F -4.1590 1.2634 3.4548
S -1.8652 1.3927 1.8574
O -2.5659 1.5301 0.5524
O -1.6224 2.7087 2.5196
N -0.4447 0.2770 1.6893
S 0.3780 0.4126 2.9675
O 1.7623 0.5763 2.5873
O -0.1446 1.1880 4.0916
C 0.3230 -1.4112 3.5754
F 0.8339 -1.3495 4.8196
F -0.9286 -1.8478 3.6778
F 1.1036 -2.2275 2.8383
C -0.1425 3.1250 -1.7153
F 0.0171 3.0863 -3.0293
F -0.4506 4.3094 -1.2542
F -1.1032 2.2076 -1.3921
S 1.3766 2.5371 -0.7133
O 2.4816 3.3720 -1.1538
O 0.9913 2.5961 0.6487
N 1.3512 0.9234 -1.1999
S 2.7725 0.6735 -1.6874
O 3.9736 1.1683 -0.9897
O 2.9507 -0.7950 -1.6612
C 2.8487 1.2764 -3.5406
F 4.1814 1.0174 -3.9205
F 2.0368 0.4511 -4.2788
F 2.4697 2.5353 -3.7416
B -1.7234 -3.0629 0.1541
H -0.7468 -3.2141 -0.2789
H -1.7743 -3.7281 1.0021
H -1.8007 -2.0396 0.4873
H -2.5037 -3.2104 -0.5765
O 0.2136 -2.2240 -2.4777
H 0.8850 -2.5700 -3.0657
H -0.5832 -2.6965 -2.7189
O -2.0396 -0.0598 -2.2144
H -2.8234 0.3611 -1.8612
H -1.7259 0.5437 -2.8879
O 1.6863 -2.4553 0.1741
H 2.2442 -2.3994 -0.6017
H 1.9226 -3.2893 0.5800
*
```

F_max in Eh/bohr: 0.186
⟨S²⟩: 0.76
Kohn-Sham gap (spin up / spin down) in Eh: 0.2985 / 0.1334
HOMO (spin up / spin down) in eV: -10.340 / -10.324
DFT total energy in eV: -106828.1951

Charges per atom according to natural (NBO) partitioning, unit e:
1 Be 1.606
2 C 0.845
3 F -0.293
4 F -0.280
5 F -0.283
6 S 1.989
7 O -0.846
8 O -0.785
9 N -0.924
10 S 2.135
11 O -0.718
12 O -0.767
13 C 0.787
14 F -0.292
15 F -0.284
16 F -0.283
17 C 0.756
18 F -0.298
19 F -0.282
20 F -0.343
21 S 2.166
22 O -0.847
23 O -0.916
24 N -1.274
25 S 2.146
26 O -0.860
27 O -0.984
28 C 0.771
29 F -0.315
30 F -0.323
31 F -0.288
32 B -0.818
33 H 0.005
34 H 0.042
35 H -0.067
36 H 0.011
37 O -0.968
38 H 0.499
39 H 0.503
40 O -0.941
41 H 0.496
42 H 0.488
43 O -0.975
44 H 0.510
45 H 0.499

***

No. 2
Entry from the Open Molecules 2025 dataset: 2 unconnected molecules or ions with the total composition C4H10BN in a non-equilibrium geometry (the ωB97M-V functional and the def2-TZVPD basis).

ORCA input file:
```
! wB97M-V def2-TZVPD RIJCOSX def2/J DEFGRID3
* xyz 0 1
B 0.2415 -0.4555 -0.6521
C 1.6088 -1.1176 -0.2131
C 2.4029 0.0943 0.3875
C 1.5255 1.2318 0.0757
N 0.4711 0.9844 -0.5547
H -0.8374 -1.1230 -0.8651
H 1.5196 -1.7825 0.7353
H 2.2874 -1.8436 -0.9057
H 2.4860 0.1496 1.4253
H 3.5420 0.0378 0.0709
H 1.7799 2.3367 0.2931
C -3.3729 0.3138 0.0786
H -4.4673 0.2720 -0.3434
H -2.9008 1.0734 -0.4828
H -2.8891 -0.5881 -0.1433
H -3.3973 0.4167 1.0937
*
```

F_max in Eh/bohr: 0.086
Kohn-Sham gap in Eh: 0.3541
HOMO in eV: -9.343
SMILES: B1CCC=N1.C
DFT total energy in eV: -6474.7958
Relative energy (zero: lowest compared OMol25 entry of this formula, charge and spin) in kcal per mole: 53.7

Charges per atom according to natural (NBO) partitioning, unit e:
1 B 0.724
2 C -0.808
3 C -0.507
4 C 0.221
5 N -0.725
6 H -0.066
7 H 0.251
8 H 0.261
9 H 0.227
10 H 0.238
11 H 0.183
12 C -0.833
13 H 0.199
14 H 0.220
15 H 0.208
16 H 0.205

***

No. 3
Entry from the Open Molecules 2025 dataset: a single C4H10BNO molecule in a non-equilibrium geometry (the ωB97M-V functional and the def2-TZVPD basis).

ORCA input file:
```
! wB97M-V def2-TZVPD RIJCOSX def2/J DEFGRID3
* xyz 0 1
C -2.9148 -0.0882 0.1703
N -1.6311 -0.5613 -0.1449
B -0.4053 0.3019 -0.1181
O -0.5068 1.6927 -0.0966
C 0.9711 -0.5107 0.0127
C 2.3003 -0.1067 -0.7706
C 2.1527 0.0927 0.6707
H -3.6547 -0.0467 -0.6294
H -3.4564 -0.7881 0.8513
H -2.7306 0.8299 0.5563
H -1.4958 -1.4951 -0.6412
H 0.3737 1.9303 0.1441
H 0.8421 -1.5278 0.0999
H 2.1949 0.7252 -1.4795
H 3.0582 -0.9929 -1.0413
H 2.7397 -0.6060 1.4859
H 2.1627 1.1510 0.9304
*
```

F_max in Eh/bohr: 0.084
Kohn-Sham gap in Eh: 0.3508
HOMO in eV: -8.818
SMILES: CNB(O)C1CC1
DFT total energy in eV: -8524.4598
Relative energy (zero: lowest compared OMol25 entry of this formula, charge and spin) in kcal per mole: 17.0

Charges per atom according to natural (NBO) partitioning, unit e:
1 C -0.387
2 N -0.862
3 B 1.001
4 O -0.869
5 C -0.565
6 C -0.412
7 C -0.408
8 H 0.172
9 H 0.172
10 H 0.206
11 H 0.391
12 H 0.478
13 H 0.226
14 H 0.219
15 H 0.219
16 H 0.222
17 H 0.196

***

No. 4
Entry from the Open Molecules 2025 dataset: 2 unconnected molecules or ions with the total composition C4H10BNO in a non-equilibrium geometry (the ωB97M-V functional and the def2-TZVPD basis).

ORCA input file:
```
! wB97M-V def2-TZVPD RIJCOSX def2/J DEFGRID3
* xyz 0 1
B -0.1799 -0.0406 -0.8879
C 1.5213 0.8740 0.4964
C 2.2475 -0.3274 -0.0666
C 1.2828 0.4169 -0.9395
C -2.4886 -0.0628 -0.0676
N -1.4449 -0.4920 -1.0169
O -0.5709 -0.2890 2.0255
H 0.7229 0.6357 1.1605
H 2.1890 1.6211 0.8279
H 3.2550 -0.1186 -0.3809
H 1.9903 -1.3354 0.2825
H 1.8852 0.8389 -1.7696
H -3.0850 0.8457 -0.5028
H -3.3536 -0.7413 0.0002
H -2.0847 0.1106 0.8846
H -1.9472 -0.8669 -1.8936
H 0.0608 -1.0690 1.8478
*
```

F_max in Eh/bohr: 0.081
Kohn-Sham gap in Eh: 0.2726
HOMO in eV: -7.506
DFT total energy in eV: -8519.7398
Relative energy (zero: lowest compared OMol25 entry of this formula, charge and spin) in kcal per mole: 125.9

Charges per atom according to natural (NBO) partitioning, unit e:
1 B 1.292
2 C -0.412
3 C -0.375
4 C -0.729
5 C -0.425
6 N -0.959
7 O -1.195
8 H 0.321
9 H 0.225
10 H 0.215
11 H 0.220
12 H 0.282
13 H 0.173
14 H 0.204
15 H 0.306
16 H 0.455
17 H 0.403

***

What did the fourth record say?
Entry from the Open Molecules 2025 dataset: 2 unconnected molecules or ions with the total composition C4H10BNO in a non-equilibrium geometry (the ωB97M-V functional and the def2-TZVPD basis).

ORCA input file:
```
! wB97M-V def2-TZVPD RIJCOSX def2/J DEFGRID3
* xyz 0 1
B -0.1799 -0.0406 -0.8879
C 1.5213 0.8740 0.4964
C 2.2475 -0.3274 -0.0666
C 1.2828 0.4169 -0.9395
C -2.4886 -0.0628 -0.0676
N -1.4449 -0.4920 -1.0169
O -0.5709 -0.2890 2.0255
H 0.7229 0.6357 1.1605
H 2.1890 1.6211 0.8279
H 3.2550 -0.1186 -0.3809
H 1.9903 -1.3354 0.2825
H 1.8852 0.8389 -1.7696
H -3.0850 0.8457 -0.5028
H -3.3536 -0.7413 0.0002
H -2.0847 0.1106 0.8846
H -1.9472 -0.8669 -1.8936
H 0.0608 -1.0690 1.8478
*
```

F_max in Eh/bohr: 0.081
Kohn-Sham gap in Eh: 0.2726
HOMO in eV: -7.506
DFT total energy in eV: -8519.7398
Relative energy (zero: lowest compared OMol25 entry of this formula, charge and spin) in kcal per mole: 125.9

Charges per atom according to natural (NBO) partitioning, unit e:
1 B 1.292
2 C -0.412
3 C -0.375
4 C -0.729
5 C -0.425
6 N -0.959
7 O -1.195
8 H 0.321
9 H 0.225
10 H 0.215
11 H 0.220
12 H 0.282
13 H 0.173
14 H 0.204
15 H 0.306
16 H 0.455
17 H 0.403

***

- The highest F_max belongs to which entry?
  C4H10BBeF12N2O11S4

***

Please write out number 1 again, unchanged.
Entry from the Open Molecules 2025 dataset: a molecular structure, C4H10BBeF12N2O11S4 in a non-equilibrium geometry (the ωB97M-V functional and the def2-TZVPD basis).

ORCA input file:
```
! wB97M-V def2-TZVPD RIJCOSX def2/J DEFGRID3
* xyz 0 2
Be -0.1495 -0.7908 -0.4220
C -3.1589 0.4433 3.0708
F -2.5846 -0.0403 4.1883
F -3.7630 -0.5645 2.4466
F -4.1590 1.2634 3.4548
S -1.8652 1.3927 1.8574
O -2.5659 1.5301 0.5524
O -1.6224 2.7087 2.5196
N -0.4447 0.2770 1.6893
S 0.3780 0.4126 2.9675
O 1.7623 0.5763 2.5873
O -0.1446 1.1880 4.0916
C 0.3230 -1.4112 3.5754
F 0.8339 -1.3495 4.8196
F -0.9286 -1.8478 3.6778
F 1.1036 -2.2275 2.8383
C -0.1425 3.1250 -1.7153
F 0.0171 3.0863 -3.0293
F -0.4506 4.3094 -1.2542
F -1.1032 2.2076 -1.3921
S 1.3766 2.5371 -0.7133
O 2.4816 3.3720 -1.1538
O 0.9913 2.5961 0.6487
N 1.3512 0.9234 -1.1999
S 2.7725 0.6735 -1.6874
O 3.9736 1.1683 -0.9897
O 2.9507 -0.7950 -1.6612
C 2.8487 1.2764 -3.5406
F 4.1814 1.0174 -3.9205
F 2.0368 0.4511 -4.2788
F 2.4697 2.5353 -3.7416
B -1.7234 -3.0629 0.1541
H -0.7468 -3.2141 -0.2789
H -1.7743 -3.7281 1.0021
H -1.8007 -2.0396 0.4873
H -2.5037 -3.2104 -0.5765
O 0.2136 -2.2240 -2.4777
H 0.8850 -2.5700 -3.0657
H -0.5832 -2.6965 -2.7189
O -2.0396 -0.0598 -2.2144
H -2.8234 0.3611 -1.8612
H -1.7259 0.5437 -2.8879
O 1.6863 -2.4553 0.1741
H 2.2442 -2.3994 -0.6017
H 1.9226 -3.2893 0.5800
*
```

F_max in Eh/bohr: 0.186
⟨S²⟩: 0.76
Kohn-Sham gap (spin up / spin down) in Eh: 0.2985 / 0.1334
HOMO (spin up / spin down) in eV: -10.340 / -10.324
DFT total energy in eV: -106828.1951

Charges per atom according to natural (NBO) partitioning, unit e:
1 Be 1.606
2 C 0.845
3 F -0.293
4 F -0.280
5 F -0.283
6 S 1.989
7 O -0.846
8 O -0.785
9 N -0.924
10 S 2.135
11 O -0.718
12 O -0.767
13 C 0.787
14 F -0.292
15 F -0.284
16 F -0.283
17 C 0.756
18 F -0.298
19 F -0.282
20 F -0.343
21 S 2.166
22 O -0.847
23 O -0.916
24 N -1.274
25 S 2.146
26 O -0.860
27 O -0.984
28 C 0.771
29 F -0.315
30 F -0.323
31 F -0.288
32 B -0.818
33 H 0.005
34 H 0.042
35 H -0.067
36 H 0.011
37 O -0.968
38 H 0.499
39 H 0.503
40 O -0.941
41 H 0.496
42 H 0.488
43 O -0.975
44 H 0.510
45 H 0.499

***

Please write out number 1 again, unchanged.
Entry from the Open Molecules 2025 dataset: a molecular structure, C4H10BBeF12N2O11S4 in a non-equilibrium geometry (the ωB97M-V functional and the def2-TZVPD basis).

ORCA input file:
```
! wB97M-V def2-TZVPD RIJCOSX def2/J DEFGRID3
* xyz 0 2
Be -0.1495 -0.7908 -0.4220
C -3.1589 0.4433 3.0708
F -2.5846 -0.0403 4.1883
F -3.7630 -0.5645 2.4466
F -4.1590 1.2634 3.4548
S -1.8652 1.3927 1.8574
O -2.5659 1.5301 0.5524
O -1.6224 2.7087 2.5196
N -0.4447 0.2770 1.6893
S 0.3780 0.4126 2.9675
O 1.7623 0.5763 2.5873
O -0.1446 1.1880 4.0916
C 0.3230 -1.4112 3.5754
F 0.8339 -1.3495 4.8196
F -0.9286 -1.8478 3.6778
F 1.1036 -2.2275 2.8383
C -0.1425 3.1250 -1.7153
F 0.0171 3.0863 -3.0293
F -0.4506 4.3094 -1.2542
F -1.1032 2.2076 -1.3921
S 1.3766 2.5371 -0.7133
O 2.4816 3.3720 -1.1538
O 0.9913 2.5961 0.6487
N 1.3512 0.9234 -1.1999
S 2.7725 0.6735 -1.6874
O 3.9736 1.1683 -0.9897
O 2.9507 -0.7950 -1.6612
C 2.8487 1.2764 -3.5406
F 4.1814 1.0174 -3.9205
F 2.0368 0.4511 -4.2788
F 2.4697 2.5353 -3.7416
B -1.7234 -3.0629 0.1541
H -0.7468 -3.2141 -0.2789
H -1.7743 -3.7281 1.0021
H -1.8007 -2.0396 0.4873
H -2.5037 -3.2104 -0.5765
O 0.2136 -2.2240 -2.4777
H 0.8850 -2.5700 -3.0657
H -0.5832 -2.6965 -2.7189
O -2.0396 -0.0598 -2.2144
H -2.8234 0.3611 -1.8612
H -1.7259 0.5437 -2.8879
O 1.6863 -2.4553 0.1741
H 2.2442 -2.3994 -0.6017
H 1.9226 -3.2893 0.5800
*
```

F_max in Eh/bohr: 0.186
⟨S²⟩: 0.76
Kohn-Sham gap (spin up / spin down) in Eh: 0.2985 / 0.1334
HOMO (spin up / spin down) in eV: -10.340 / -10.324
DFT total energy in eV: -106828.1951

Charges per atom according to natural (NBO) partitioning, unit e:
1 Be 1.606
2 C 0.845
3 F -0.293
4 F -0.280
5 F -0.283
6 S 1.989
7 O -0.846
8 O -0.785
9 N -0.924
10 S 2.135
11 O -0.718
12 O -0.767
13 C 0.787
14 F -0.292
15 F -0.284
16 F -0.283
17 C 0.756
18 F -0.298
19 F -0.282
20 F -0.343
21 S 2.166
22 O -0.847
23 O -0.916
24 N -1.274
25 S 2.146
26 O -0.860
27 O -0.984
28 C 0.771
29 F -0.315
30 F -0.323
31 F -0.288
32 B -0.818
33 H 0.005
34 H 0.042
35 H -0.067
36 H 0.011
37 O -0.968
38 H 0.499
39 H 0.503
40 O -0.941
41 H 0.496
42 H 0.488
43 O -0.975
44 H 0.510
45 H 0.499